# 1
Below is a structure of composition C22H25F4IN3Tl, with properties calculated with ωB97M-V/def2-TZVPD.

Geometry as XYZ:
```
56
C22H25F4IN3Tl, DFT ωB97M-V/def2-TZVPD
Tl 0.230 -0.707 -1.044
I 0.478 -0.862 -4.291
F -0.612 2.092 5.739
F -0.500 3.011 3.267
F -1.200 -1.466 1.685
F -1.312 -2.295 4.208
N -0.724 1.127 1.002
N -1.616 2.057 -1.648
N 2.591 0.217 -0.426
C 4.505 0.217 0.778
C 3.193 -0.224 0.715
C -0.774 0.813 2.274
C -0.670 1.667 3.428
C 3.218 1.625 -2.403
C -0.862 -4.006 -2.730
C -2.170 -3.566 -2.588
C -1.006 -0.554 2.662
C 2.464 -1.050 1.737
C -2.036 -3.900 -0.209
C -0.628 2.527 0.640
C -2.755 -3.509 -1.331
C 3.521 0.959 -1.094
C 4.717 0.986 -0.394
C -2.931 2.015 -1.036
C -0.724 -4.326 -0.348
C -0.737 1.204 4.718
C -1.074 -0.983 3.956
C -0.631 2.800 -0.865
C -0.140 -4.382 -1.607
C -0.933 -0.126 5.041
C -1.716 2.650 -2.968
H -2.721 -3.236 -3.460
H 2.572 2.502 -2.277
H 5.219 0.003 1.564
H -0.805 3.885 -0.993
H -0.963 -0.475 6.061
H -0.150 -4.599 0.529
H -1.460 3.098 1.082
H -3.770 -3.145 -1.223
H 0.293 2.979 1.029
H -3.601 1.442 -1.683
H -2.871 1.513 -0.073
H 3.178 -1.614 2.342
H -2.307 2.009 -3.621
H 5.632 1.480 -0.696
H 0.356 2.567 -1.273
H -0.726 2.753 -3.408
H -2.483 -3.841 0.775
H 0.888 -4.706 -1.714
H -3.365 3.025 -0.906
H 1.867 -0.429 2.414
H -2.192 3.650 -2.924
H 1.780 -1.758 1.261
H -0.398 -4.013 -3.707
H 2.716 0.941 -3.090
H 4.145 1.962 -2.875
```

The total charge is -2. The calculation puts the HOMO-LUMO gap at 5.662 eV. Its highest occupied orbital energy is -0.0394 Ha. The relative energy (zero: lowest compared OMol25 entry of this formula, charge and spin) is 0.0 kJ/mol. The value obtained for the lowest unoccupied orbital energy is 0.169 hartree.

=====

# 2
Below is a structure of composition C4H5NO4, with properties calculated with ωB97M-V/def2-TZVPD.

Geometry as XYZ:
```
14
C4H5NO4, DFT ωB97M-V/def2-TZVPD
O 0.680 0.702 0.408
O 1.996 -1.268 0.623
O 1.311 -0.448 2.892
O -2.400 1.029 -1.234
N -1.680 0.384 -2.199
C 0.911 -0.905 1.860
C -0.440 0.368 -1.784
C -0.356 0.847 -0.444
C -1.612 1.306 -0.186
H -2.049 1.882 0.624
H 0.080 -1.621 1.735
H 0.333 -0.116 -2.378
H 1.684 -2.040 0.136
H 1.541 -0.119 -0.053
```

The calculation puts the HOMO-LUMO gap at 9.128 eV. Its highest occupied orbital energy is -0.3272 Ha. The relative energy (zero: lowest compared OMol25 entry of this formula, charge and spin) is 466.1 kJ/mol. The value obtained for the lowest unoccupied orbital energy is 0.008 hartree.

=====

# 3
Below is the ion C2H3N2OS with charge -1, with properties calculated with ωB97M-V/def2-TZVPD.

Geometry as XYZ:
```
9
C2H3N2OS, DFT ωB97M-V/def2-TZVPD
S 0.494 1.249 1.315
O -2.247 0.556 1.126
N 1.311 0.742 -0.130
N -1.018 0.074 0.925
C 0.621 -0.397 -0.603
C -0.577 -0.690 -0.071
H 1.201 -1.255 -1.170
H -0.994 -1.647 -0.496
H 1.210 1.367 -0.897
```

The total charge is -1. The calculation puts the HOMO-LUMO gap at 5.544 eV. Its highest occupied orbital energy is -0.0592 Ha. The relative energy (zero: lowest compared OMol25 entry of this formula, charge and spin) is 346.9 kJ/mol. The SMILES is [O-]N1C=CNS1. The value obtained for the lowest unoccupied orbital energy is 0.145 hartree.

=====

# 4
Below is a structure of composition C37H56AsGeP2S2Si3Y, with properties calculated with ωB97M-V/def2-TZVPD.

Geometry as XYZ:
```
103
C37H56AsGeP2S2Si3Y, DFT ωB97M-V/def2-TZVPD
Y -7.650 -16.356 8.011
As -8.674 -15.202 5.437
Ge -5.291 -17.944 8.022
S -10.469 -16.445 8.191
S -7.066 -13.830 8.804
P -8.021 -14.603 10.480
P -9.750 -16.848 10.087
Si -5.845 -20.037 6.880
Si -3.962 -16.482 6.556
Si -4.366 -17.881 10.304
C -10.501 -14.635 5.237
C -2.394 -17.398 6.113
C -6.682 -12.791 12.132
C -10.044 -13.459 11.986
C -11.280 -12.860 12.208
C -9.799 -18.632 10.251
C -5.747 -13.402 14.254
C -6.819 -15.069 12.899
C -7.653 -20.382 7.035
C -6.148 -14.720 14.067
C -8.218 -16.236 10.193
C -6.013 -12.438 13.287
C -9.875 -21.369 10.658
C -11.600 -12.702 9.832
C -10.354 -13.281 9.611
C -5.444 -19.887 5.073
C -12.059 -12.481 11.122
C -12.781 -15.751 13.332
C -8.784 -16.895 4.475
C -4.816 -21.366 7.663
C -4.974 -16.174 5.043
C -11.520 -16.250 13.643
C -5.286 -18.898 11.526
C -9.557 -13.677 10.695
C -10.968 -16.337 11.304
C -4.345 -16.106 10.783
C -11.054 -20.634 10.628
C -7.927 -14.049 4.079
C -12.228 -15.832 10.989
C -3.629 -14.851 7.350
C -7.076 -14.120 11.927
C -8.655 -20.735 10.469
C -2.659 -18.587 10.076
C -13.138 -15.543 12.010
C -10.624 -16.550 12.634
C -11.021 -19.275 10.406
C -8.621 -19.355 10.282
H -7.805 -17.380 4.421
H -1.795 -17.726 6.958
H -2.674 -19.605 9.663
H -5.519 -19.918 11.205
H -2.224 -18.672 11.081
H -5.317 -20.893 4.658
H -7.892 -20.939 7.936
H -3.260 -14.196 6.555
H -4.628 -18.948 12.409
H -6.297 -19.465 4.556
H -6.919 -12.046 11.391
H -5.717 -11.411 13.437
H -2.559 -18.233 5.430
H -5.214 -13.128 15.148
H -11.997 -21.137 10.775
H -5.874 -15.618 5.308
H -7.676 -18.829 10.208
H -4.406 -15.570 4.334
H -1.800 -16.653 5.570
H -4.550 -14.409 7.723
H -10.576 -13.580 5.493
H -1.982 -17.966 9.493
H -3.760 -21.248 7.445
H -3.463 -15.599 10.405
H -6.200 -18.393 11.816
H -7.134 -16.095 12.736
H -4.329 -16.047 11.872
H -2.890 -14.856 8.149
H -8.267 -19.477 7.033
H -11.238 -16.415 14.676
H -9.451 -13.750 12.842
H -13.488 -15.534 14.128
H -7.728 -21.297 10.514
H -14.111 -15.153 11.742
H -6.880 -14.270 3.890
H -7.975 -20.976 6.176
H -13.008 -11.996 11.286
H -5.226 -15.562 10.427
H -9.477 -17.552 5.003
H -8.034 -13.012 4.403
H -12.208 -12.395 8.998
H -11.180 -15.195 5.871
H -5.124 -22.313 7.199
H -5.266 -17.087 4.534
H -10.014 -13.429 8.596
H -9.911 -22.430 10.832
H -10.783 -14.755 4.193
H -5.933 -15.466 14.814
H -11.618 -12.696 13.220
H -12.486 -15.659 9.954
H -8.501 -14.202 3.171
H -11.952 -18.719 10.404
H -4.549 -19.316 4.828
H -9.138 -16.717 3.454
H -4.948 -21.453 8.748
H -9.652 -16.954 12.885
```

The total charge is +1. The calculation puts the HOMO-LUMO gap (alpha / beta) at 8.095 / 5.715 eV. As for the expectation value of S²: 0.7529. Its highest occupied orbital energy (alpha / beta) is -0.3754 / -0.3775 Ha. Its spin multiplicity is 2. The value obtained for the lowest unoccupied orbital energy (alpha / beta) is -0.078 / -0.167 hartree.

=====

# 5
Below is a structure of composition FeH11O6, with properties calculated with ωB97M-V/def2-TZVPD.

Geometry as XYZ:
```
18
FeH11O6, DFT ωB97M-V/def2-TZVPD
Fe 0.055 1.296 -0.389
O -0.306 2.178 1.401
O 0.849 -2.657 -1.671
O 0.420 -0.426 0.203
O 1.997 -1.123 2.545
O 0.170 0.691 -2.263
O -1.883 1.064 -0.392
H -0.101 -0.844 0.916
H 1.993 -0.870 1.622
H 0.278 -3.408 -1.511
H -2.273 0.356 0.120
H 0.001 3.036 1.693
H 1.115 -1.458 2.706
H -0.705 1.789 2.179
H -0.521 0.169 -2.672
H 0.624 -2.033 -0.981
H -2.623 1.617 -0.642
H 0.911 0.622 -2.866
```

The total charge is +2. The calculation puts the HOMO-LUMO gap (alpha / beta) at 8.340 / 5.079 eV. As for the expectation value of S²: 8.7630. Its highest occupied orbital energy (alpha / beta) is -0.6519 / -0.6501 Ha. The relative energy (zero: lowest compared OMol25 entry of this formula, charge and spin) is 414.7 kJ/mol. Its spin multiplicity is 6. The value obtained for the lowest unoccupied orbital energy (alpha / beta) is -0.345 / -0.463 hartree.